# 1
Entry from the Open Molecules 2025 dataset: one molecule with the formula C5H8N2 (ωB97M-V/def2-TZVPD).

Geometry (Å):
C  0.7648  -2.5965  -0.8888
C  0.4185  -1.2176  -0.3862
C  -0.4167  -0.5287  -1.1539
N  -0.7035  0.7840  -0.5780
C  -0.1864  0.9707  0.6160
N  -0.3670  2.4715  1.3312
C  0.2723  1.2445  1.8002
H  1.8464  -2.7177  -1.0409
H  0.4762  -3.3703  -0.1647
H  0.2695  -2.8374  -1.8478
H  -0.9558  -0.7162  -2.0937
H  -1.3291  1.4818  -0.9525
H  -1.2429  2.7716  1.7473
H  0.2151  3.2310  0.9925
H  0.9385  1.0294  2.6192

**E_LUMO**: 0.230 eV
**Multiplicity**: 1

Atomic partial charges in e from the Löwdin method, atoms 1 to 2: -0.204, -0.180

***

# 2
Entry from the Open Molecules 2025 dataset: one molecule with the formula C5H8N2 (ωB97M-V/def2-TZVPD).

Geometry (Å):
C  -1.0991  1.1106  -0.3019
C  -0.2186  -0.1059  -0.1261
C  1.1759  0.0080  -0.7507
C  2.2247  0.2909  0.2358
N  3.0435  0.4841  1.0300
C  -0.4024  -0.9642  1.0644
N  -0.8106  -1.4352  -0.2597
H  -0.6282  2.0035  0.1231
H  -1.2918  1.3015  -1.3648
H  -2.0639  0.9703  0.1977
H  1.1947  0.7939  -1.5142
H  1.4150  -0.9380  -1.2455
H  -1.1696  -0.6711  1.7797
H  0.4506  -1.4790  1.5012
H  -1.8200  -1.3694  -0.3690

**E_LUMO**: 0.825 eV
**Multiplicity**: 1
**SMILES**: C[C@@]1(CC#N)CN1

Atomic partial charges in e from the Löwdin method, atoms 1 to 2: -0.030, -0.530

***

# 3
Entry from the Open Molecules 2025 dataset: one molecule with the formula C5H8N2 (ωB97M-V/def2-TZVPD).

Geometry (Å):
C  1.9557  0.7726  -0.8263
C  0.5676  0.2051  -0.9480
C  0.1337  -0.9652  -0.2043
N  -0.1702  0.1038  0.6885
C  -1.3798  -0.1910  1.5165
C  -2.3696  0.3136  0.5938
N  -3.0230  0.6411  -0.3015
H  2.4521  0.4039  0.0718
H  1.9031  1.8621  -0.7916
H  2.5897  0.5235  -1.6961
H  0.0786  0.4425  -1.9058
H  -0.7176  -1.4780  -0.6766
H  0.8748  -1.6013  0.2481
H  -1.5370  -1.2826  1.6956
H  -1.3582  0.2498  2.5358

**E_LUMO**: 0.668 eV
**Multiplicity**: 1
**SMILES**: C[C@H]1CN1CC#N

Atomic partial charges in e from the Löwdin method, atoms 1 to 2: -0.074, -0.114

***

# 4
Entry from the Open Molecules 2025 dataset: one molecule with the formula C5H8N2 (ωB97M-V/def2-TZVPD).

Geometry (Å):
C  1.2364  1.3058  -0.5659
C  0.4267  0.3266  0.2675
C  0.7391  -0.1154  1.5454
N  -0.1529  -1.0852  1.8386
N  -1.0148  -1.3312  0.8522
C  -0.6608  -0.4959  -0.1091
C  -1.4081  -0.4352  -1.3700
H  2.0508  1.7140  0.0438
H  0.6034  2.1431  -0.8657
H  1.6515  0.7895  -1.4250
H  1.5717  0.1254  2.2328
H  -0.2268  -1.6385  2.6982
H  -1.7599  0.5640  -1.6224
H  -0.7754  -0.7629  -2.1661
H  -2.2808  -1.1040  -1.3543

**E_LUMO**: 1.074 eV
**Multiplicity**: 1
**SMILES**: Cc1c[nH]nc1C

Atomic partial charges in e from the Löwdin method, atoms 1 to 2: -0.047, -0.230

***

# 5
Entry from the Open Molecules 2025 dataset: C5H8N2 as an isolated structure (ωB97M-V/def2-TZVPD).

Geometry (Å):
C  -1.4791  1.0721  1.8881
C  -0.1027  -0.0583  0.7469
C  0.2926  0.6095  -0.4218
C  0.7512  -0.4919  -1.1583
N  1.4698  -0.4738  -2.3603
C  0.3731  -1.6605  -0.4479
N  -0.2833  -1.3642  0.6938
H  -0.6398  1.2812  2.5431
H  -1.7224  1.9204  1.2500
H  -2.3366  0.7411  2.4819
H  0.4745  1.6633  -0.5814
H  2.1817  -1.1904  -2.4104
H  1.8727  0.4284  -2.5738
H  0.5845  -2.6902  -0.7148
H  -1.4469  0.1704  1.1835

**E_LUMO**: 0.392 eV
**Multiplicity**: 1

Atomic partial charges in e from the Löwdin method, atoms 1 to 2: 0.039, -0.248

***

# 6
Entry from the Open Molecules 2025 dataset: C5H8N2 as an isolated structure (ωB97M-V/def2-TZVPD).

Geometry (Å):
C  -2.0847  0.9048  1.3444
C  -1.6379  0.0989  0.1551
C  -0.4114  0.1959  -0.3626
C  0.7982  -0.1750  -0.8038
N  1.4967  0.3369  -1.9333
C  1.4371  -1.2823  -0.0871
N  0.9907  -1.7335  1.0200
H  -1.2646  1.2436  1.9891
H  -2.6739  1.7721  1.0264
H  -2.7671  0.2794  1.9286
H  -1.2845  0.7976  -0.9926
H  2.4499  0.5934  -1.6970
H  1.0462  1.1470  -2.3405
H  2.3371  -1.6689  -0.5882
H  1.5681  -2.5098  1.3413

**E_LUMO**: 0.721 eV
**Multiplicity**: 1

Atomic partial charges in e from the Löwdin method, atoms 1 to 2: -0.122, -0.063

***

# 7
Entry from the Open Molecules 2025 dataset: one molecule with the formula C5H8N2 (ωB97M-V/def2-TZVPD).

Geometry (Å):
C  1.1840  1.2105  -0.4131
C  0.0170  0.6933  -0.0130
C  -1.2824  0.9862  -0.6973
C  -0.0186  -0.2884  1.1319
N  -0.0905  -1.6922  0.6887
C  0.9254  -2.1221  -0.0814
N  1.8270  -2.4950  -0.7130
H  2.1026  0.9927  0.1149
H  1.2645  1.8599  -1.2782
H  -1.9250  1.6371  -0.0924
H  -1.1328  1.4712  -1.6627
H  -1.8477  0.0647  -0.8701
H  -0.8962  -0.1335  1.7669
H  0.8710  -0.1889  1.7588
H  -0.9983  -1.9955  0.3601

**E_LUMO**: 0.668 eV
**Multiplicity**: 1
**SMILES**: C=C(C)CNC#N

Atomic partial charges in e from the Löwdin method, atoms 1 to 2: 0.061, -0.369

***

# 8
Entry from the Open Molecules 2025 dataset: one molecule with the formula C5H8N2 (ωB97M-V/def2-TZVPD).

Geometry (Å):
C  0.8003  -1.0779  -1.7352
C  1.0740  -0.1213  -0.5806
C  -0.1190  0.1821  0.2701
C  -1.4653  0.0185  0.1418
N  -2.1447  0.5793  1.2048
C  -1.2199  1.0536  1.9839
N  0.0291  0.8858  1.4531
H  0.9467  -2.1108  -1.4073
H  1.5145  -0.9360  -2.5452
H  -0.2301  -0.9797  -2.0651
H  1.8511  -0.5268  0.0761
H  1.4537  0.8405  -0.9341
H  -1.9958  -0.3548  -0.7228
H  -1.3727  1.6567  2.8670
H  0.8783  0.8906  1.9936

**E_LUMO**: 0.913 eV
**Multiplicity**: 1
**SMILES**: CCc1cnc[nH]1

Atomic partial charges in e from the Löwdin method, atoms 1 to 2: -0.094, -0.204

***

# 9
Entry from the Open Molecules 2025 dataset: a 2-piece molecular cluster, C5H8N2 overall (ωB97M-V/def2-TZVPD).

Geometry (Å):
C  -2.3920  -0.0821  -0.3849
N  -1.0472  0.1322  0.0805
C  -0.0872  -0.7927  0.2433
C  1.0385  -0.1312  0.6629
C  2.2785  -0.3718  -0.1220
C  0.6083  1.2008  0.8319
N  -0.6478  1.3604  0.4553
H  -2.6206  0.6632  -1.1478
H  -3.0788  0.0074  0.4547
H  -2.4485  -1.0825  -0.8186
H  -0.1871  -1.8069  -0.1241
H  1.6821  0.2267  -1.3946
H  2.5062  -1.4605  -0.2048
H  3.1873  0.0692  0.3684
H  1.2084  2.0678  1.0998

**E_LUMO**: 0.820 eV
**Multiplicity**: 1

Atomic partial charges in e from the Löwdin method, atoms 1 to 2: -0.023, -0.216

***

# 10
Entry from the Open Molecules 2025 dataset: one molecule with the formula C5H8N2 (ωB97M-V/def2-TZVPD).

Geometry (Å):
C  1.0405  -0.7454  -0.3796
C  0.0733  0.2403  0.3241
C  -0.0606  0.2944  1.8454
N  -0.1635  1.5010  -0.3602
C  -1.0928  0.4059  -0.6076
C  -0.8800  -0.4853  -1.7401
N  -0.7647  -1.2522  -2.6029
H  0.6347  -1.1825  -1.4136
H  1.1205  -1.6499  0.2165
H  2.0210  -0.2800  -0.5149
H  0.8788  0.6183  2.3140
H  -0.8354  1.0089  2.1558
H  -0.3143  -0.6884  2.2552
H  0.4823  1.6551  -1.1285
H  -2.1397  0.5598  -0.3638

**E_LUMO**: 0.912 eV
**Multiplicity**: 1
**SMILES**: CC1(C)N[C@H]1C#N

Atomic partial charges in e from the Löwdin method, atoms 1 to 2: -0.043, -0.474

***

# 11
Entry from the Open Molecules 2025 dataset: one molecule with the formula C5H8N2 (ωB97M-V/def2-TZVPD).

Geometry (Å):
C  -1.0259  0.9478  -1.3305
C  0.0435  -0.0167  -0.8256
C  2.1513  -1.5191  0.7219
N  1.1326  -0.9007  1.2650
C  -0.1284  -0.3968  0.6537
C  -0.6013  0.7313  1.4749
N  -0.9678  1.5954  2.1501
H  -0.9454  1.9141  -0.8232
H  -0.9011  1.1171  -2.4037
H  -2.0379  0.5640  -1.1636
H  0.0297  -0.9386  -1.4159
H  1.0362  0.4285  -0.9505
H  1.9326  -1.6046  -0.3633
H  1.1712  -0.7384  2.2678
H  -0.8894  -1.1833  0.7430

**E_LUMO**: 0.620 eV
**Multiplicity**: 1

Atomic partial charges in e from the Löwdin method, atoms 1 to 2: -0.104, -0.225

***

# 12
Entry from the Open Molecules 2025 dataset: one molecule with the formula C5H8N2 (ωB97M-V/def2-TZVPD).

Geometry (Å):
C  1.2081  0.5635  1.3217
C  0.6805  0.1015  -0.0117
C  -0.1220  -1.1323  -0.3236
C  -0.3526  -2.1630  0.6715
N  -0.4783  -3.0143  1.4499
N  -0.7459  0.1589  -0.1267
C  -1.2590  0.9420  -1.2298
H  0.9683  -0.1304  2.1307
H  2.2836  0.7479  1.2984
H  0.6980  1.5080  1.5427
H  1.2504  0.4303  -0.8865
H  -0.0393  -1.5315  -1.3376
H  -0.8155  0.6933  -2.2072
H  -1.0046  1.9833  -1.0036
H  -2.3461  0.8613  -1.2822

**E_LUMO**: 0.908 eV
**Multiplicity**: 1
**SMILES**: C[C@H]1[C@@H](C#N)N1C

Atomic partial charges in e from the Löwdin method, atoms 1 to 2: -0.037, -0.309

***

# 13
Entry from the Open Molecules 2025 dataset: a 2-piece molecular cluster, C5H8N2 overall (ωB97M-V/def2-TZVPD).

Geometry (Å):
C  -0.2238  0.2744  -1.3886
C  -1.8500  -1.1335  0.3449
C  -0.4987  1.1364  -0.3153
C  -1.0375  -0.0994  -0.3126
N  -0.2724  2.3074  0.2743
C  2.0502  -0.6765  -0.6078
N  1.6942  -0.6554  0.6028
H  0.8955  -0.1495  -1.7035
H  -0.5137  2.4204  1.2457
H  0.4928  2.8681  -0.0645
H  2.3778  -1.0007  1.2867
H  3.0464  -1.0625  -0.9021
H  -2.4145  -0.7258  1.1829
H  -1.1939  -1.9208  0.7200
H  -2.5525  -1.5825  -0.3629

**E_LUMO (alpha / beta)**: 0.854 / 0.854 eV
**Multiplicity**: 1

Atomic partial charges in e from the Löwdin method, atoms 1 to 2: 0.038, -0.034

***

# 14
Entry from the Open Molecules 2025 dataset: one molecule with the formula C5H8N2 (ωB97M-V/def2-TZVPD).

Geometry (Å):
C  -0.7066  0.0427  -2.1089
C  -0.8340  -0.1044  -0.6040
C  0.3249  0.4002  0.1309
C  0.8079  -0.0326  1.3553
N  2.1105  0.1827  1.7539
C  -0.1997  -0.3627  2.2701
N  -1.8513  -0.6275  -0.0230
H  -1.6119  -0.2999  -2.6184
H  -0.5367  1.0919  -2.3775
H  0.1476  -0.5318  -2.4845
H  0.8920  1.1895  -0.3679
H  2.2194  0.3475  2.7455
H  2.6643  0.7927  1.1673
H  -0.9269  -1.0871  1.8800
H  -2.4996  -1.0012  -0.7188

**E_LUMO (alpha / beta)**: -0.594 / -0.531 eV
**Multiplicity**: 1

Atomic partial charges in e from the Löwdin method, atoms 1 to 2: -0.051, -0.435

***

# 15
Entry from the Open Molecules 2025 dataset: one molecule with the formula C5H8N2 (ωB97M-V/def2-TZVPD).

Geometry (Å):
C  -0.1720  -0.1825  1.3717
C  1.0318  -0.2279  0.5290
C  -1.6966  0.1239  -0.4663
C  2.3381  -0.4782  1.1928
C  -2.2385  0.7579  -1.6483
N  -1.2079  -0.0742  0.6003
N  1.0389  -0.2693  -0.7386
H  -0.1657  -0.7117  2.3840
H  0.1580  -0.1175  -1.1971
H  2.6654  -1.5395  1.1778
H  2.3816  0.1208  2.0589
H  3.1390  -0.1182  0.5900
H  -3.2323  1.1260  -1.4583
H  -2.4134  0.0904  -2.4420
H  -1.6264  1.5001  -1.9539

**E_LUMO**: 0.690 eV
**Multiplicity**: 1

Atomic partial charges in e from the Löwdin method, atoms 1 to 2: -0.130, -0.461

***

# 16
Entry from the Open Molecules 2025 dataset: one molecule with the formula C5H8N2 (ωB97M-V/def2-TZVPD).

Geometry (Å):
C  -0.9743  1.2142  -0.2365
C  -0.2934  -0.1336  -0.2518
C  1.1625  -0.1003  -0.7434
C  1.9942  0.5791  0.2601
N  2.6001  1.1008  1.0967
C  -0.4381  -1.0270  0.8790
N  -0.8665  -1.4395  -0.5399
H  -0.4322  1.8680  0.4598
H  -0.9635  1.6932  -1.2186
H  -2.0094  1.1279  0.1004
H  1.2670  0.4073  -1.7047
H  1.5200  -1.1278  -0.8668
H  -1.2474  -0.7477  1.5668
H  0.3739  -1.5990  1.2893
H  -1.6414  -1.8312  -0.0217

**E_LUMO**: 0.890 eV
**Multiplicity**: 1
**SMILES**: C[C@@]1(CC#N)CN1

Atomic partial charges in e from the Löwdin method, atoms 1 to 2: -0.018, -0.557

***

# 17
Entry from the Open Molecules 2025 dataset: one molecule with the formula C5H8N2 (ωB97M-V/def2-TZVPD).

Geometry (Å):
C  -1.2871  -1.2504  0.3281
N  -0.0842  -0.4483  0.1708
C  1.1498  -0.8750  0.2655
C  2.0008  0.2554  -0.1250
C  1.1388  1.4977  -0.2530
C  -0.1051  0.9415  -0.1520
N  -1.3892  1.4890  -0.4119
H  -1.9908  -0.9585  -0.4543
H  -1.0404  -2.3106  0.2524
H  -1.7427  -1.0486  1.3016
H  1.3828  -1.8887  0.5731
H  3.0367  0.2764  0.2158
H  2.0195  0.2235  -1.2368
H  -1.8657  1.7464  0.4488
H  -1.2233  2.3503  -0.9231

**E_LUMO**: 0.651 eV
**Multiplicity**: 1

Atomic partial charges in e from the Löwdin method, atoms 1 to 2: -0.012, -0.093

***

# 18
Entry from the Open Molecules 2025 dataset: one molecule with the formula C5H8N2 (ωB97M-V/def2-TZVPD).

Geometry (Å):
C  -2.4388  -0.1375  0.0642
C  -0.9453  0.0245  -0.0275
C  -0.3268  1.2006  -0.3446
N  1.0252  0.9911  -0.2720
C  1.3096  -0.2974  0.0964
N  2.7008  -0.5196  0.2681
C  0.0974  -0.9438  0.2139
H  -2.8222  -0.9843  -0.5163
H  -2.7659  -0.2873  1.1009
H  -2.9412  0.7651  -0.3040
H  -0.7222  2.1596  -0.6476
H  1.7263  1.7091  -0.2628
H  3.0219  -1.3154  0.7923
H  3.2775  -0.3816  -0.5537
H  -0.1910  -1.9747  0.3855

**E_LUMO**: 1.022 eV
**Multiplicity**: 1
**SMILES**: Cc1c[nH]c(N)c1

Atomic partial charges in e from the Löwdin method, atoms 1 to 2: -0.069, -0.304

***

# 19
Entry from the Open Molecules 2025 dataset: one molecule with the formula C5H8N2 (ωB97M-V/def2-TZVPD).

Geometry (Å):
C  2.5747  0.2893  -0.1231
C  1.1383  -0.1286  -0.0221
C  0.0517  0.2520  -0.7637
N  -1.0580  -0.3437  -0.1625
C  -2.3762  0.2570  -0.0957
C  -0.5566  -1.0501  0.8903
N  0.7387  -0.9654  1.0051
H  2.9081  0.7371  0.8224
H  3.2350  -0.5602  -0.3262
H  2.7202  1.0398  -0.9038
H  -0.0321  0.8407  -1.6732
H  -2.8099  0.3927  -1.0851
H  -3.0252  -0.3960  0.5044
H  -2.2974  1.2412  0.3834
H  -1.2113  -1.6057  1.5498

**E_LUMO**: 0.925 eV
**Multiplicity**: 1
**SMILES**: Cc1cn(C)cn1

Atomic partial charges in e from the Löwdin method, atoms 1 to 2: -0.054, -0.351

***

# 20
Entry from the Open Molecules 2025 dataset: one molecule with the formula C5H8N2 (ωB97M-V/def2-TZVPD).

Geometry (Å):
C  -0.8958  1.3944  0.0621
C  -0.0858  0.1094  0.1964
C  -0.9820  -1.1116  0.3774
N  0.7558  -0.0087  -1.0318
C  1.0320  0.3029  1.1956
C  1.9762  -0.5856  -1.0166
N  3.0279  -1.0790  -1.0290
H  -1.4697  1.5512  0.9799
H  -1.5944  1.3529  -0.7815
H  -0.2176  2.2460  -0.0505
H  -1.7685  -1.1375  -0.3851
H  -0.4046  -2.0395  0.3186
H  -1.4647  -1.0680  1.3615
H  0.7121  0.7979  -1.6430
H  1.3791  -0.7248  1.4459

**E_LUMO (alpha / beta)**: -0.920 / -0.907 eV
**Multiplicity**: 1

Atomic partial charges in e from the Löwdin method, atoms 1 to 2: -0.068, -0.692

***

Relative energy (zero: lowest compared OMol25 entry of this formula, charge and spin) across the listed records, respectively: 695.1 126.3 390.8 36.1 446.2 480.4 119.7 8.6 322.9 248.9 271.4 168.6 556.5 417.9 361.1 249.0 349.0 32.4 22.3 464.7 kJ/mol.
Max |F| across the listed records, respectively: 0.636 1.131 2.067 1.400 0.292 0.421 1.126 0.605 4.759 3.827 1.111 1.519 1.157 0.361 3.404 2.588 0.462 0.740 0.557 1.072 eV/Å.